141
Properties=species:S:1:pos:R:3:forces:R:3 method="wB97M-V/def2-TZVPD" e_lumo_ev=-0.1 charge=0 gap_ev=7.512
C 9.94721 5.57836 -4.00866 -0.8805 -1.1694 -0.5985
C 8.73524 5.22361 -4.97277 -0.1334 0.6820 0.6771
C 9.14269 5.26642 -6.44292 1.1756 0.0950 -0.2890
C 8.16387 4.65485 -7.41993 -0.8418 -1.3499 1.4341
C 8.10309 3.15654 -7.09919 1.2765 -0.9151 0.4752
C 8.21371 2.67573 -5.54532 -0.3200 2.2670 -0.6606
N 8.08487 3.90878 -4.64690 0.9152 1.1485 -4.9333
O 7.78065 3.72251 -3.34861 -0.8109 -0.2001 1.3675
C 6.99492 1.72735 -5.27412 1.2428 0.3473 1.3203
C 9.58297 2.05002 -5.26860 -0.5817 -1.1920 -0.4139
C 7.76596 6.41600 -4.86454 -0.5234 -0.6186 1.5443
H 10.54336 6.41372 -4.37590 -0.1330 0.0101 -0.0584
H 10.57450 4.69304 -3.90462 0.2290 0.0320 -0.0832
H 9.55673 5.79150 -3.01357 0.0103 0.1549 -0.0521
H 9.32392 6.28161 -6.79596 -0.0485 0.3565 0.5907
H 10.14250 4.83235 -6.45087 0.0751 -0.5841 -0.6992
H 8.42967 4.80468 -8.46636 -0.0107 0.1009 0.1131
H 7.15553 5.01993 -7.22484 0.0598 0.6011 -0.2557
H 9.00481 2.79212 -7.59133 0.2011 -0.4953 0.1208
H 7.30549 2.60062 -7.59203 -0.3226 0.3214 0.1278
H 7.02200 1.58069 -4.19437 -0.3553 -0.0640 0.2043
H 6.02486 2.15118 -5.53385 0.2165 0.1726 -0.2015
H 7.08152 0.70937 -5.65400 0.2479 0.2397 -0.5650
H 9.51349 1.07006 -5.74076 0.4253 -0.4336 0.2113
H 10.45925 2.51382 -5.72151 -0.3452 0.5418 -0.0582
H 9.77563 1.93957 -4.20146 -0.1790 -0.0990 0.0306
H 7.31929 6.48933 -3.87297 -0.2359 -0.4228 0.2753
H 6.93773 6.28502 -5.56094 0.2050 0.5864 -0.2258
H 8.32819 7.34978 -4.87127 -0.1084 0.0543 -0.8983
H 6.85094 3.92699 -3.47279 -0.4490 -0.1696 1.5035
C -5.96108 -3.24039 6.54093 -0.0489 0.6416 -0.2592
C -6.73048 -2.47270 5.44266 2.1832 2.0114 -0.5168
C -8.02558 -3.04208 5.23323 -2.4948 -3.0788 -1.3341
C -9.08092 -2.92632 6.26778 0.3048 0.9674 0.4914
C -9.34782 -1.46601 6.55540 -0.2962 -0.5874 0.1756
C -8.05969 -0.66311 6.69400 0.8645 1.6736 0.8256
N -7.00113 -1.03234 5.72689 -1.7072 -2.0530 -0.1939
O -5.88250 -0.22296 5.77814 0.5448 0.2971 0.4017
C -8.34169 0.83874 6.40076 -0.3430 -0.3032 0.3341
C -7.68296 -0.80231 8.22421 0.3780 -0.4957 -0.8740
C -5.96733 -2.53514 4.07374 -0.1591 0.9537 0.3347
H -6.58507 -3.28505 7.43353 0.4623 0.2998 0.2482
H -5.02060 -2.70189 6.65760 0.0017 -0.1040 0.6296
H -5.73161 -4.28209 6.31664 -0.0323 0.0529 -0.5441
H -8.47027 -2.78581 4.27163 0.2823 0.0820 -0.2571
H -7.83404 -4.11397 5.28302 -0.0010 -0.4327 -1.0187
H -8.63688 -3.40214 7.14215 -0.6561 -0.1456 0.4136
H -10.00077 -3.41810 5.95132 0.1513 -0.2489 0.1913
H -9.84600 -1.49897 7.52433 -0.2179 0.7308 0.0387
H -10.04652 -1.03699 5.83717 0.1569 0.0411 -0.2301
H -8.37301 1.11916 5.34792 0.3071 -0.4495 -0.2376
H -9.35691 1.06284 6.72820 0.1161 0.2478 0.5361
H -7.59296 1.45807 6.89465 -0.2429 0.1384 0.0657
H -8.38458 -0.23606 8.83674 -0.0027 -0.0731 -0.0220
H -7.75418 -1.86718 8.44573 -0.2341 0.0372 0.3942
H -6.66172 -0.54042 8.50094 0.0351 0.3933 -0.3435
H -6.18477 -3.43008 3.49073 0.5880 -0.4496 0.5376
H -4.92369 -2.25112 4.20882 0.2421 -0.8055 0.0038
H -6.28959 -1.75930 3.37924 -0.6019 0.3453 0.2977
H -6.07351 0.37357 5.05063 0.4425 0.3283 -0.1054
O -0.57474 -6.03441 5.29098 0.0432 -0.1362 -0.3146
H -1.06570 -6.15078 6.10439 -0.1824 -0.0649 0.1827
H 0.24427 -5.61982 5.56221 0.1902 0.2065 0.0738
O 0.12376 -1.09031 6.12815 0.2590 -0.0752 -0.0337
H -0.58053 -0.98538 5.48846 -0.1755 0.0306 -0.2045
H -0.31677 -1.05910 6.97739 -0.0907 0.0278 0.2320
O 1.50473 -6.92858 -0.46192 -0.2751 -0.1016 -0.1157
H 1.90623 -6.06238 -0.53070 0.1190 0.3894 -0.1099
H 1.86702 -7.29775 0.34348 0.0915 -0.2128 0.3241
O -2.21373 -6.25053 0.94182 -0.2755 0.0984 -0.0998
H -1.49242 -6.52534 0.37576 0.3138 -0.0771 -0.2028
H -1.88852 -6.39225 1.83085 0.0494 -0.0188 0.2643
O 5.88843 -3.94490 1.66593 -0.2364 0.1752 0.1271
H 5.95032 -4.90008 1.67212 -0.0232 -0.2569 0.0037
H 6.69321 -3.65505 1.23633 0.1960 0.1348 -0.1480
O 5.76021 0.05726 2.87874 -0.1311 0.2185 -0.1162
H 5.34642 -0.77226 3.11731 -0.1430 -0.2502 0.0425
H 6.66861 -0.03647 3.16553 0.2403 0.0357 0.0555
O 2.09405 -8.12348 3.10399 0.0485 -0.0631 -0.3119
H 1.39307 -7.61709 3.51438 -0.3336 0.1106 0.1430
H 2.87640 -7.90425 3.61005 0.2256 0.0000 0.1151
C -5.55496 -7.96274 -4.61916 1.6405 1.0621 -2.5860
C -4.37787 -7.52562 -3.74100 -1.4166 0.5524 -1.2837
C -3.71847 -6.19011 -4.21983 1.1311 -1.3727 0.2690
O -5.05511 -7.24839 -2.58313 0.1016 0.2899 2.8297
H -5.12421 -8.47565 -5.47909 -0.2991 -0.9322 0.0385
H -5.75274 -7.03328 -5.15309 -1.0767 0.2271 0.2234
H -6.47069 -8.40894 -4.23130 0.6141 -0.0394 0.3814
H -3.65007 -8.32120 -3.58141 0.2660 -0.0338 -0.1976
H -3.38281 -6.24183 -5.25557 -0.3888 0.2276 -0.1997
H -2.78142 -6.10638 -3.66935 0.2145 0.0802 0.2002
H -4.27040 -5.28945 -3.95100 -0.4872 -0.3414 -0.3986
H -4.35744 -7.09656 -1.94141 -0.2936 0.2895 0.7584
C 4.46257 6.32008 2.34432 0.1304 0.4940 0.3601
C 3.90605 4.93607 2.67368 -1.7107 1.1591 0.8813
C 2.38524 4.69019 2.34162 1.5256 0.8188 1.4512
O 4.56707 4.10614 1.87261 2.8138 -2.8764 -2.5972
H 4.08511 7.14338 2.95079 -0.8674 -0.0301 -0.3423
H 4.40029 6.47921 1.26779 -0.4730 0.2817 0.0389
H 5.52244 6.46165 2.55582 0.2869 -0.9190 0.0790
H 4.16555 4.63295 3.68801 -0.5118 0.5464 0.6700
H 1.91483 5.51796 2.87229 -1.0162 -0.0953 -0.6668
H 2.06713 3.73794 2.76603 0.0106 0.0297 0.2410
H 2.30545 4.57467 1.26069 -0.3091 0.7586 0.0673
H 4.38024 3.20292 2.13884 0.1461 -0.2098 -0.1811
C -2.16325 1.06769 -6.07570 0.3167 1.4194 -0.1771
C -1.51544 2.50992 -6.38249 0.7752 -1.2722 1.1300
C -1.46990 3.44581 -5.16188 -0.2032 -0.4533 0.1272
O -0.10847 2.29348 -6.71289 -0.9216 0.2107 -0.8424
H -1.33223 0.45055 -5.73420 -0.1959 -0.1359 0.1101
H -2.63733 0.57597 -6.92515 0.3735 0.2316 -0.3221
H -2.95112 1.08827 -5.32275 0.1652 0.2665 0.2559
H -1.97700 2.99767 -7.24107 0.1536 -0.1441 -0.0103
H -0.90863 4.35721 -5.36785 -0.2730 0.0551 -0.2963
H -0.89434 2.95348 -4.37801 0.0220 -0.2534 0.1495
H -2.43451 3.67298 -4.70798 -0.1328 0.1082 -0.2619
H 0.33998 1.98672 -5.92144 -0.0782 -0.0349 0.1451
C 0.98600 -2.58521 1.03767 0.3888 0.8716 -1.4024
C 1.48050 -2.31008 -0.45364 0.8027 -0.1963 0.8543
C 1.75813 -0.78741 -0.80069 0.0840 -1.3647 0.1520
O 2.64183 -3.14769 -0.68695 -0.3708 0.4496 -0.3404
H 1.49715 -1.89901 1.71292 -0.4606 0.5829 -0.0188
H 1.26976 -3.53811 1.48441 -0.2005 -0.4469 -0.8211
H -0.09859 -2.48197 1.00444 0.0561 0.1597 0.6570
H 0.75850 -2.68104 -1.18110 -0.1098 -0.0680 0.1871
H 2.38243 -0.33235 -0.03175 -0.2817 0.1901 0.1476
H 0.83768 -0.23908 -1.00121 -0.1145 0.0261 0.5625
H 2.31625 -0.69009 -1.73189 0.1102 -0.4479 -0.0584
H 3.26157 -3.03047 0.03678 0.1299 0.1168 0.1309
C -5.86604 4.72716 0.14292 0.1562 -0.5881 0.1976
C -5.23553 3.42685 0.65617 0.9532 0.3749 1.4225
C -3.68555 3.18147 0.35030 -2.1861 0.1334 -1.1679
O -5.22409 3.49534 2.09342 -0.7198 -0.3536 0.5848
H -6.75021 5.00645 0.71592 0.1508 -0.2837 0.5142
H -6.29815 4.62565 -0.85260 0.8390 0.3103 -0.4173
H -5.10568 5.48669 0.32481 -0.1952 0.4735 -0.7553
H -5.93602 2.60892 0.48762 0.5297 -0.3275 -0.4565
H -3.47057 3.39041 -0.69766 0.1941 0.1196 -0.0660
H -3.42897 2.13612 0.52210 0.0408 0.1977 0.3509
H -3.14417 3.87443 0.99436 0.1659 -0.2005 -0.1220
H -4.76098 4.28796 2.37425 0.0715 0.1228 -0.0726